# C4H10NOS

The ion C4H10NOS with charge -1 (ωB97M-V/def2-TZVPD, OMol25).

Computed properties:
Frontier orbital gap   6.275 eV
Total charge   -1
ΔE to the lowest compared entry with this formula, charge and spin   3.238 eV
Total energy   -18681.8582 eV
SMILES   CN[C@@H](CO)C[S-]

Last column: natural (NBO) charge in e.
Element x y z (Å)
C (2.10349, -2.10636, -0.85018)  -0.3854
N (1.68851, -0.73901, -0.51098)  -0.6833
C (0.47796, -0.38828, 0.27789)  -0.0958
C (0.74352, 1.12241, 0.45688)  -0.0784
O (-0.15632, 1.95846, 1.36595)  -0.8291
C (-0.89529, -0.70185, -0.55391)  -0.5279
S (-2.11927, 0.53045, 0.00444)  -0.6314
H (2.92125, -2.11073, -1.72891)  0.1740
H (1.37234, -2.77356, -1.23237)  0.1648
H (2.57296, -2.73223, 0.01555)  0.1615
H (1.95358, -0.11823, -1.35409)  0.3694
H (0.38203, -0.90396, 1.21937)  0.1979
H (0.73118, 1.71971, -0.56066)  0.1705
H (1.83094, 1.19329, 0.99046)  0.1761
H (-1.08240, 1.53963, 1.24750)  0.4666
H (-0.60992, -0.58484, -1.59900)  0.1699
H (-1.31065, -1.76645, -0.40356)  0.1808

=====

# C8H24CrO2P2

A structure of composition C8H24CrO2P2 (ωB97M-V/def2-TZVPD, OMol25).

Computed properties:
Frontier orbital gap (alpha / beta)   7.512 / 8.983 eV
Spin multiplicity   4
Total charge   +1
ΔE to the lowest compared entry with this formula, charge and spin   0.114 eV
Total energy   -59770.6582 eV
⟨S²⟩   3.98

Last column: natural (NBO) charge in e.
Element x y z (Å)
Cr (0.78503, 0.00494, -0.29221)  0.8121
H (-4.11028, -0.43923, 0.62612)  0.0005
H (-4.10700, 0.31912, 0.69483)  -0.0006
P (0.13214, -2.24436, -0.87224)  0.8578
P (0.14034, 2.21978, -0.76571)  0.8126
C (1.56435, 3.23942, -0.29201)  -0.9245
H (1.32700, 4.29760, -0.43481)  0.2497
H (1.79535, 3.03830, 0.76141)  0.2532
H (2.41523, 2.93513, -0.90929)  0.2594
C (-0.35377, 2.84239, -2.39249)  -0.9302
H (-1.39739, 2.56794, -2.60662)  0.2577
H (-0.24963, 3.93936, -2.42870)  0.2582
H (0.27995, 2.39969, -3.16497)  0.2551
C (-1.18482, 2.88214, 0.29112)  -0.9311
H (-0.99191, 2.63680, 1.34011)  0.2607
H (-1.24237, 3.96970, 0.16504)  0.2525
H (-2.14821, 2.43524, 0.02051)  0.2507
C (-0.15968, -2.80999, -2.58384)  -0.9347
H (-0.06371, -3.90214, -2.69491)  0.2598
H (-1.16130, -2.52559, -2.92494)  0.2519
H (0.57779, -2.34953, -3.24359)  0.2490
C (1.50322, -3.29281, -0.29589)  -0.9380
H (1.66582, -3.08871, 0.77127)  0.2825
H (1.29346, -4.35179, -0.45694)  0.2479
H (2.39939, -3.00765, -0.85768)  0.2521
C (-1.30264, -3.00313, -0.02910)  -0.9342
H (-2.20586, -2.40393, -0.19002)  0.2441
H (-1.50233, -4.02637, -0.38395)  0.2555
H (-1.12642, -3.06468, 1.04967)  0.2583
C (0.90199, -0.56828, 1.77980)  0.5020
O (1.67502, -1.36337, 2.30223)  -0.5835
H (2.23563, 0.03221, -0.82956)  -0.1890
C (0.53946, 0.55156, 3.85385)  -0.2706
O (0.08308, 0.26346, 2.51580)  -0.5589
H (1.59406, 0.30444, 3.92388)  0.2088
H (-0.01301, -0.05991, 4.58363)  0.2076
H (0.41204, 1.62225, 3.97019)  0.1951

=====

# C26H56ClIN3O7S

A cluster of 2 separate species, C26H56ClIN3O7S in total (ωB97M-V/def2-TZVPD, OMol25).

Computed properties:
Frontier orbital gap   9.058 eV
Total charge   +1
Total energy   -78122.1304 eV

Last column: Mulliken charge in e.
Element x y z (Å)
C (-2.67918, -6.25041, -1.76386)  -1.2447
C (-1.47735, -5.45133, -2.30688)  -0.5391
C (-1.81456, -3.95626, -2.35778)  -0.3170
C (-0.77041, -3.22675, -3.18703)  -0.8226
O (-0.91454, -1.81609, -3.03502)  -0.4082
C (0.26240, -1.06127, -2.91400)  0.9342
C (1.31464, -1.35728, -3.98968)  -1.8496
C (0.89991, -0.91238, -5.39485)  -0.2628
C (-0.11876, -1.77868, -6.10101)  -1.4434
I (2.74391, -1.04529, -6.56300)  0.0896
O (-0.21217, 0.26847, -3.13605)  -0.1013
C (0.36026, 1.33201, -2.44180)  -0.2399
N (1.75303, 1.52544, -2.85944)  -0.3820
C (-0.42982, 2.60348, -2.91714)  -0.4390
Cl (-2.19953, 2.30504, -2.90117)  -0.1937
C (-0.11740, 2.98431, -4.38132)  -0.4200
C (-0.93967, 4.18047, -4.84521)  -1.4639
C (0.33254, 1.13253, -0.84509)  0.5975
S (1.91776, 1.63441, -0.03515)  -0.1811
C (-0.70365, 1.96413, -0.08350)  -1.7902
O (-1.99554, 1.43797, -0.24382)  -0.2153
C (-2.92137, 2.09566, 0.62094)  -0.8959
N (0.05651, -0.29961, -0.57205)  0.3596
C (0.05034, -0.69495, 0.87757)  -0.2165
C (-1.33389, -1.04471, 1.39203)  -0.8844
N (-1.97925, -2.03039, 0.52291)  -0.4094
C (0.78236, -1.27170, -1.46562)  -0.0712
C (2.27934, -1.31312, -1.30368)  -1.9707
O (2.64474, -1.43507, 0.05278)  -0.3012
C (4.03842, -1.14636, 0.23480)  -0.7592
H (-3.60190, -5.77145, -2.06552)  0.3228
H (-2.63673, -7.26793, -2.12816)  0.3551
H (-2.63750, -6.25192, -0.68291)  0.3136
H (-0.67253, -5.54338, -1.58576)  0.3811
H (-1.13795, -5.81565, -3.27153)  0.4065
H (-1.71203, -3.58086, -1.34512)  -0.0577
H (-2.80940, -3.78754, -2.75091)  0.5441
H (-0.89049, -3.55691, -4.21424)  0.5203
H (0.19203, -3.59841, -2.84430)  0.2932
H (1.63845, -2.38843, -3.99894)  0.6848
H (2.21783, -0.80293, -3.78254)  1.1029
H (0.65271, 0.13471, -5.42384)  0.0869
H (-1.07321, -1.68464, -5.59109)  0.3424
H (0.22416, -2.80150, -6.17458)  0.3402
H (-0.26109, -1.39592, -7.10324)  0.5527
H (1.84638, 1.25853, -3.83426)  0.2441
H (1.99715, 2.50807, -2.83428)  0.3962
H (-0.17967, 3.47128, -2.31532)  0.7800
H (0.92868, 3.21729, -4.52057)  0.5200
H (-0.43192, 2.13341, -4.97616)  0.0617
H (-1.94507, 3.89683, -5.11573)  0.3586
H (-0.99997, 4.94799, -4.07751)  0.3280
H (-0.48093, 4.61534, -5.72385)  0.4313
H (1.95229, 2.94235, -0.33284)  0.3011
H (-0.60287, 3.02201, -0.30427)  0.8953
H (-0.43488, 1.87569, 0.97035)  0.6261
H (-3.90202, 2.00007, 0.17770)  0.2361
H (-2.67421, 3.14474, 0.73759)  0.3978
H (-2.91301, 1.64764, 1.61294)  0.2590
H (-0.92566, -0.41219, -0.88057)  0.5983
H (0.45923, 0.06353, 1.53305)  -0.5018
H (0.65078, -1.57587, 1.01799)  0.7853
H (-1.93700, -0.17229, 1.61037)  -0.0578
H (-1.13853, -1.50926, 2.35367)  0.6416
H (-2.77773, -1.59315, 0.07199)  0.2369
H (-2.36177, -2.79144, 1.07028)  0.3174
H (0.41236, -2.22975, -1.12559)  0.3268
H (2.62446, -2.19640, -1.84863)  0.7135
H (2.79754, -0.47297, -1.75658)  0.7780
H (4.61733, -1.66893, -0.52159)  0.3247
H (4.30181, -1.48746, 1.22296)  0.2691
H (4.18033, -0.07232, 0.17260)  0.2733
C (-0.10360, 1.40724, 9.36920)  -0.7811
O (0.03814, 1.24894, 7.97296)  -0.2462
C (-1.21342, 1.22338, 7.31319)  -0.7255
C (-1.02461, 1.39981, 5.82310)  -0.2304
O (-0.85885, 2.75473, 5.42436)  -0.4682
C (0.41464, 3.33752, 5.67887)  -0.5452
C (1.48357, 2.89446, 4.70578)  -0.1640
O (2.01401, 1.63331, 5.07795)  -0.3237
C (2.75502, 1.06093, 4.03018)  -0.0346
H (-0.69992, 0.59507, 9.79922)  0.3116
H (0.89138, 1.38504, 9.80774)  0.2385
H (-0.57120, 2.36939, 9.60618)  0.3237
H (-1.85960, 2.02329, 7.69434)  0.3414
H (-1.69224, 0.25265, 7.50573)  0.4443
H (-1.94326, 1.06994, 5.33108)  0.3643
H (-0.20583, 0.77602, 5.45684)  0.1912
H (0.72787, 3.17135, 6.71053)  0.2257
H (0.26627, 4.41062, 5.54409)  0.4220
H (2.30153, 3.62813, 4.70300)  0.4620
H (1.04991, 2.83630, 3.69737)  -0.0147
H (2.10297, 0.87787, 3.16421)  -0.3459
H (3.15720, 0.11055, 4.37604)  0.3052
H (3.58552, 1.71123, 3.73010)  0.3616